[1]
{"formula": "C16H48O8", "method": "the ωB97M-V functional and the def2-TZVPD basis", "elements": ["O", "O", "O", "O", "O", "O", "O", "O", "C", "C", "C", "C", "C", "C", "C", "C", "C", "C", "C", "C", "C", "C", "C", "C", "H", "H", "H", "H", "H", "H", "H", "H", "H", "H", "H", "H", "H", "H", "H", "H", "H", "H", "H", "H", "H", "H", "H", "H", "H", "H", "H", "H", "H", "H", "H", "H", "H", "H", "H", "H", "H", "H", "H", "H", "H", "H", "H", "H", "H", "H", "H", "H"], "coordinates": [[8.925, -3.907, 4.183], [4.434, 7.351, 2.391], [2.221, -5.784, -5.426], [-5.317, -2.933, 1.691], [-9.492, 0.196, 0.383], [-6.731, 3.861, 2.508], [-1.201, 0.364, 0.040], [6.676, 0.137, -3.422], [-5.619, 4.452, 0.433], [-6.369, -4.083, 3.375], [7.205, 0.595, -5.640], [1.313, -4.701, -5.603], [-0.311, 0.524, 1.112], [-10.505, -0.312, -0.469], [-11.085, 0.903, -1.193], [9.530, -2.598, 3.733], [4.654, 6.139, 2.926], [0.099, -5.259, -6.430], [8.541, -1.486, 3.707], [-5.416, 3.970, 1.935], [-5.150, -3.396, 2.999], [5.950, 5.567, 2.456], [6.168, 0.718, -4.563], [0.958, -0.254, 0.637], [10.346, -2.210, 4.342], [-0.184, 1.582, 1.342], [7.803, -1.636, 2.918], [-6.933, -4.583, 2.588], [-4.723, 4.614, 2.476], [6.669, 0.625, -6.589], [-4.293, -4.070, 2.999], [-0.736, 0.032, 1.988], [-5.081, 2.933, 1.958], [9.495, -4.634, 3.919], [-1.988, -0.090, 0.349], [6.794, 5.973, 3.014], [-11.549, 1.607, -0.503], [-6.201, 5.341, 0.190], [8.113, -1.405, 4.706], [9.876, -2.757, 2.712], [5.953, 4.477, 2.479], [7.750, -0.346, -5.567], [0.801, -1.332, 0.590], [2.839, -5.436, -4.779], [-7.143, 3.039, 2.231], [-0.412, -6.083, -5.931], [5.950, 1.757, -4.316], [1.089, -4.268, -4.629], [-5.534, -3.632, 1.070], [-4.958, -2.680, 3.798], [6.104, 5.901, 1.430], [-9.977, -0.964, -1.165], [-10.356, 1.580, -1.639], [5.231, 0.200, -4.770], [-7.072, -3.443, 3.910], [7.849, 1.471, -5.716], [-11.199, -0.946, 0.083], [-11.768, 0.469, -1.923], [9.040, -0.520, 3.630], [0.551, -5.523, -7.386], [1.059, 0.015, -0.415], [-8.789, -0.433, 0.204], [1.793, 0.055, 1.265], [-4.641, 4.699, 0.019], [4.010, 8.003, 2.952], [-0.651, -4.478, -6.558], [7.368, 0.755, -3.177], [-5.980, 3.614, -0.163], [-6.037, -4.937, 3.965], [4.514, 6.076, 4.005], [3.898, 5.463, 2.527], [1.827, -3.942, -6.194]], "lowdin_charge": [-0.10, -0.04, -0.10, -0.08, -0.09, -0.11, -0.09, -0.08, -0.08, -0.12, -0.09, -0.31, -0.32, -0.32, -0.09, -0.29, -0.41, -0.07, -0.11, -0.26, -0.36, -0.09, -0.37, -0.08, 0.10, 0.10, 0.08, 0.08, 0.10, 0.07, 0.11, 0.10, 0.10, 0.06, 0.08, 0.07, 0.07, 0.07, 0.08, 0.10, 0.08, 0.08, 0.07, 0.07, 0.07, 0.07, 0.11, 0.10, 0.08, 0.12, 0.08, 0.10, 0.07, 0.11, 0.08, 0.07, 0.11, 0.07, 0.08, 0.07, 0.07, 0.07, 0.07, 0.05, 0.10, 0.06, 0.09, 0.06, 0.08, 0.12, 0.10, 0.10], "lumo_energy_ev": 0.319, "gap_ha": 0.37694, "charge": 0, "e_homo_ev": -9.938, "smiles": "CCO.CCO.CCO.CCO.CCO.CCO.CCO.CCO", "e_above_lowest_kcal_mol": 123.2, "max_force_ha_per_bohr": 0.0685}


[2]
{"formula": "C16H51AsF6N11O8", "method": "the ωB97M-V functional and the def2-TZVPD basis", "elements": ["As", "F", "F", "F", "F", "F", "F", "O", "O", "O", "O", "O", "O", "O", "O", "N", "N", "N", "N", "N", "N", "N", "N", "N", "N", "N", "C", "C", "C", "C", "C", "C", "C", "C", "C", "C", "C", "C", "C", "C", "C", "C", "H", "H", "H", "H", "H", "H", "H", "H", "H", "H", "H", "H", "H", "H", "H", "H", "H", "H", "H", "H", "H", "H", "H", "H", "H", "H", "H", "H", "H", "H", "H", "H", "H", "H", "H", "H", "H", "H", "H", "H", "H", "H", "H", "H", "H", "H", "H", "H", "H", "H", "H"], "coordinates": [[-0.418, 1.284, 0.985], [-1.821, 1.848, 1.921], [1.030, 0.698, 0.105], [-0.435, -0.149, 2.092], [-0.654, 2.713, -0.071], [-1.540, 0.418, -0.133], [0.590, 2.302, 2.093], [-1.228, -4.606, 1.353], [1.292, -2.943, 4.039], [-2.886, 5.181, -0.225], [-3.044, -1.640, 6.455], [4.654, -2.071, -0.746], [-0.588, 1.015, -4.788], [-5.407, 1.455, -0.513], [4.176, 0.326, 3.122], [-2.375, -3.233, 2.545], [3.162, -5.369, -1.693], [-2.331, -0.425, 4.778], [3.380, -2.348, 3.728], [-4.331, 3.658, 2.125], [-1.275, 2.573, -6.959], [3.698, 1.870, 1.616], [5.505, 2.120, 2.823], [-0.868, -1.802, 5.791], [1.866, -1.120, 3.058], [-1.290, -2.549, 0.749], [2.111, -2.184, 3.664], [-0.215, 0.844, -3.336], [-1.624, -3.502, 1.564], [0.444, 1.569, -5.553], [4.448, 1.402, 2.560], [3.693, -1.088, -0.468], [3.576, -4.358, -0.756], [-5.259, 2.849, 1.428], [-0.176, 1.631, -6.972], [4.609, -5.092, 0.108], [-6.195, 3.916, 0.870], [-2.070, -1.311, 5.710], [-4.760, 0.903, -1.623], [0.775, 2.067, -8.098], [-4.462, 1.920, 0.453], [4.216, -3.215, -1.568], [-3.251, -0.041, 4.616], [-3.837, 4.270, 1.492], [-3.978, 0.163, -1.456], [0.890, -0.897, 2.923], [2.760, -3.829, -0.263], [4.155, -0.318, 0.149], [1.693, 1.506, -7.923], [-5.773, 4.276, -0.069], [-1.287, -1.595, 1.080], [3.805, 2.712, 1.069], [-0.946, 3.526, -7.026], [2.867, 1.342, 1.387], [-0.633, 0.663, -7.175], [3.047, -6.251, -1.215], [-0.600, -2.324, 6.613], [5.626, -5.190, -0.272], [-0.147, -1.484, 5.159], [6.035, 1.981, 3.671], [4.604, -4.872, 1.176], [-3.670, 2.422, -0.103], [-2.661, -4.005, 3.130], [5.618, 2.946, 2.253], [1.331, 0.936, -5.515], [-0.765, -2.785, -0.081], [3.251, -0.700, -1.385], [-7.113, 3.562, 0.400], [-3.604, 3.014, 2.401], [0.810, 2.508, -5.138], [3.988, -1.600, 3.426], [-4.168, 1.092, 1.097], [-0.963, 0.143, -2.968], [-1.482, 0.022, 4.464], [-2.550, -2.275, 2.814], [0.903, 3.149, -8.098], [-3.148, 5.711, -0.978], [-6.412, 4.721, 1.572], [-5.393, 0.355, -2.321], [3.849, -5.606, -2.395], [0.771, 0.383, -3.277], [5.156, -3.543, -2.012], [2.807, -1.544, -0.025], [0.347, 1.780, -9.059], [2.622, -0.455, 2.982], [3.608, -2.814, -2.380], [-1.700, 2.458, -6.049], [-0.311, 1.749, -2.736], [-5.790, 2.262, 2.178], [-4.249, 1.695, -2.170], [3.785, -3.207, 4.072], [-2.241, 4.567, -0.577], [4.373, -6.137, 0.309]], "lowdin_charge": [0.95, -0.28, -0.26, -0.30, -0.29, -0.28, -0.28, 0.03, 0.06, -0.04, -0.06, -0.20, -0.21, -0.18, -0.01, 0.20, 0.01, 0.16, 0.18, 0.02, 0.02, 0.19, 0.18, 0.19, 0.19, 0.18, -0.89, -0.03, -0.86, -0.24, -0.71, -0.13, -0.40, -0.43, -0.43, -0.07, -0.07, -0.75, -0.14, -0.06, -0.17, -0.16, 0.12, 0.04, 0.07, 0.07, 0.14, 0.08, 0.07, 0.07, 0.05, 0.13, 0.06, 0.08, 0.14, 0.06, 0.13, 0.08, 0.08, 0.12, 0.07, 0.10, 0.13, 0.11, 0.11, 0.12, 0.07, 0.06, 0.04, 0.12, 0.07, 0.12, 0.08, 0.09, 0.10, 0.07, 0.04, 0.08, 0.08, 0.07, 0.08, 0.11, 0.07, 0.07, 0.06, 0.12, 0.06, 0.07, 0.13, 0.08, 0.12, 0.02, 0.06], "lumo_energy_ev": 1.947, "gap_ha": 0.30895, "charge": -1, "e_homo_ev": -6.460, "max_force_ha_per_bohr": 0.1481}